Entry 1:
ORCA calculation (wB97M-V/def2-TZVPD) on 14 unconnected molecules or ions with the total composition C28H84N14O14 at a distorted geometry.

Each line ends with the Mulliken charge.
Positions of all 140 atoms, in Å:
C (3.038, -5.326, 0.413)  0.589
O (2.423, -5.837, -0.491)  -0.762
N (2.479, -4.611, 1.426)  -0.219
N (4.416, -5.485, 0.424)  -0.543
H (1.532, -4.827, 1.693)  0.192
H (3.005, -4.547, 2.299)  0.195
H (4.750, -5.807, -0.488)  0.286
H (4.855, -4.655, 0.789)  0.231
C (0.071, -3.521, 4.163)  0.544
O (0.815, -4.451, 3.785)  -0.746
N (0.481, -2.191, 4.064)  -0.160
N (-1.100, -3.777, 4.756)  -0.402
H (1.443, -2.071, 3.766)  0.184
H (-0.012, -1.636, 4.778)  0.175
H (-1.846, -3.034, 5.004)  0.192
H (-1.409, -4.755, 4.723)  0.255
C (3.900, 1.309, -2.614)  0.541
O (3.660, 0.669, -1.537)  -0.761
N (3.298, 0.933, -3.765)  -0.049
N (4.828, 2.322, -2.707)  -0.319
H (2.861, 0.009, -3.710)  -0.028
H (3.311, 1.476, -4.555)  0.218
H (5.167, 2.781, -3.565)  0.181
H (5.442, 2.494, -1.905)  0.262
C (0.483, 1.051, 5.101)  0.503
O (-0.611, 0.519, 5.411)  -0.681
N (1.554, 1.065, 5.936)  -0.363
N (0.730, 1.564, 3.850)  0.203
H (2.478, 1.245, 5.543)  0.207
H (1.578, 0.573, 6.791)  0.250
H (1.449, 2.224, 3.758)  0.161
H (-0.085, 1.519, 3.238)  -0.177
C (4.042, 1.523, 2.884)  0.518
O (3.833, 1.188, 4.077)  -0.844
N (4.971, 2.471, 2.550)  -0.250
N (3.279, 0.994, 1.922)  0.085
H (4.993, 2.985, 1.729)  0.106
H (5.633, 2.762, 3.262)  0.204
H (3.498, 1.119, 0.921)  0.058
H (2.491, 0.440, 2.230)  -0.009
C (4.149, 4.673, 0.246)  0.665
O (5.019, 3.858, 0.040)  -0.732
N (3.247, 4.967, -0.670)  -0.348
N (4.039, 5.442, 1.403)  -0.445
H (2.466, 5.579, -0.513)  0.190
H (3.254, 4.358, -1.464)  0.199
H (3.131, 5.871, 1.557)  0.190
H (4.493, 5.149, 2.225)  0.318
C (-0.066, 4.262, 1.849)  0.172
O (1.077, 4.722, 1.687)  -0.632
N (-0.483, 3.199, 1.120)  0.045
N (-0.996, 4.800, 2.733)  -0.406
H (0.267, 2.709, 0.732)  0.065
H (-1.334, 2.751, 1.465)  0.207
H (-1.596, 4.131, 3.191)  0.157
H (-0.659, 5.581, 3.259)  0.255
C (-0.524, -4.196, -3.774)  -0.925
C (0.169, -5.097, -2.822)  0.538
C (0.387, -6.437, -3.600)  -1.429
O (1.453, -4.480, -2.624)  -0.306
H (0.226, -4.010, -4.537)  0.063
H (-0.839, -3.220, -3.361)  0.016
H (-1.420, -4.656, -4.172)  0.436
H (-0.247, -5.295, -1.849)  0.437
H (-0.284, -7.231, -3.235)  0.384
H (1.417, -6.791, -3.396)  0.313
H (0.267, -6.411, -4.665)  0.360
H (1.902, -4.943, -1.892)  0.228
C (-3.634, -1.149, 2.756)  -0.546
C (-4.594, -2.307, 2.472)  0.519
C (-5.849, -2.228, 3.232)  -1.349
O (-4.950, -2.108, 1.031)  -0.691
H (-2.921, -1.092, 1.961)  -0.013
H (-3.130, -1.249, 3.766)  0.474
H (-4.259, -0.223, 2.819)  -0.159
H (-4.060, -3.215, 2.484)  0.439
H (-5.774, -1.695, 4.211)  0.307
H (-6.286, -3.250, 3.573)  0.283
H (-6.558, -1.600, 2.661)  0.373
H (-5.773, -2.632, 0.846)  0.288
C (1.271, -1.544, -0.149)  -1.102
C (0.714, -0.266, -0.966)  1.093
C (-0.784, -0.349, -0.995)  -1.170
O (1.206, 0.912, -0.397)  0.869
H (0.982, -2.518, -0.514)  0.397
H (0.995, -1.483, 0.937)  -0.010
H (2.383, -1.409, -0.119)  0.299
H (0.977, -0.395, -2.054)  -0.443
H (-1.204, -0.161, -0.005)  0.175
H (-1.060, -1.417, -1.305)  0.234
H (-1.124, 0.386, -1.746)  0.190
H (2.051, 1.105, -0.894)  -0.381
C (4.718, -2.424, -4.180)  -1.089
C (3.393, -2.518, -4.949)  0.350
C (3.077, -3.999, -5.356)  -1.071
O (2.410, -1.886, -4.164)  -0.430
H (5.519, -2.890, -4.748)  0.468
H (4.729, -2.870, -3.162)  0.213
H (5.082, -1.377, -4.072)  0.172
H (3.486, -1.944, -5.917)  0.305
H (3.924, -4.387, -5.936)  0.509
H (2.131, -3.974, -5.964)  0.233
H (2.959, -4.610, -4.448)  0.090
H (2.367, -2.492, -3.385)  0.039
C (-3.462, 3.147, 4.994)  -1.807
C (-3.912, 2.263, 3.852)  0.778
C (-5.210, 2.814, 3.185)  -1.092
O (-2.775, 2.233, 2.934)  0.047
H (-3.344, 4.163, 4.754)  0.524
H (-2.553, 2.733, 5.448)  0.296
H (-4.096, 3.132, 5.905)  0.393
H (-4.086, 1.279, 4.242)  0.161
H (-4.905, 3.795, 2.712)  0.271
H (-6.020, 2.998, 3.925)  0.357
H (-5.579, 2.199, 2.379)  0.154
H (-3.193, 1.868, 2.106)  -0.118
C (-0.206, 4.508, -4.571)  -1.407
C (-0.446, 2.980, -4.384)  1.269
C (-1.760, 2.505, -4.869)  -1.441
O (0.559, 2.307, -5.123)  -0.572
H (0.653, 4.804, -3.892)  0.190
H (-1.024, 5.055, -4.182)  0.389
H (-0.107, 4.729, -5.606)  0.383
H (-0.271, 2.716, -3.389)  -0.046
H (-2.578, 3.004, -4.338)  0.301
H (-1.952, 1.418, -4.884)  0.290
H (-1.796, 2.813, -5.909)  0.407
H (1.167, 1.984, -4.468)  0.308
C (-4.603, 2.603, -1.042)  -0.974
C (-5.367, 1.319, -0.664)  0.615
C (-5.654, 0.430, -1.873)  -1.367
O (-4.583, 0.688, 0.302)  -0.141
H (-4.106, 2.885, -0.109)  0.095
H (-5.302, 3.304, -1.492)  0.423
H (-3.798, 2.407, -1.794)  0.084
H (-6.338, 1.731, -0.214)  0.222
H (-6.437, 0.930, -2.550)  0.337
H (-5.980, -0.555, -1.618)  0.375
H (-4.750, 0.338, -2.477)  0.258
H (-4.839, -0.258, 0.503)  0.133

Output
LUMO level   0.393 eV
Spin multiplicity   1
Energy relative to the best compared isomer or geometry (same formula, charge and spin)   0.0 kJ/mol
HOMO-LUMO gap   9.787 eV
HOMO   -9.4 eV
F_max   3.5 eV/Å
Calculated total energy   -79931.8662 eV

Entry 2:
ORCA calculation (wB97M-V/def2-TZVPD) on 14 unconnected molecules or ions with the total composition C28H84N4O14 at a distorted geometry.

Each line ends with the Mulliken charge.
Positions of all 130 atoms, in Å:
C (1.335, -0.950, -3.950)  0.998
O (1.896, -1.255, -5.200)  -0.643
H (1.988, -1.553, -3.260)  -0.201
H (0.283, -1.225, -3.810)  -0.468
H (1.471, 0.134, -3.619)  -0.038
H (2.861, -1.336, -5.079)  0.361
C (0.445, 4.049, 1.941)  -0.114
O (1.772, 4.342, 2.251)  -0.630
H (-0.266, 4.789, 2.282)  0.511
H (0.186, 3.167, 2.544)  -0.141
H (0.317, 3.882, 0.897)  0.142
H (2.063, 4.834, 1.454)  0.404
C (2.366, 2.570, -0.641)  -0.421
O (1.806, 1.814, -1.689)  -0.616
H (2.102, 1.952, 0.180)  -0.200
H (1.807, 3.520, -0.553)  0.334
H (3.389, 2.708, -0.917)  0.248
H (1.557, 0.996, -1.354)  -0.107
C (-0.947, 1.951, -4.362)  -0.093
O (-2.115, 2.712, -4.393)  -0.590
H (-0.560, 1.812, -3.363)  -0.153
H (-0.212, 2.333, -5.021)  0.489
H (-1.248, 0.972, -4.718)  0.137
H (-2.831, 2.306, -3.902)  0.273
C (-0.405, -1.629, 3.419)  -0.342
O (-0.934, -2.509, 2.449)  -0.629
H (-1.208, -1.326, 4.014)  0.430
H (0.058, -0.811, 2.900)  -0.272
H (0.360, -1.987, 4.029)  0.626
H (-1.621, -2.068, 1.911)  -0.036
C (1.063, -3.704, -1.098)  0.083
O (2.293, -3.131, -1.292)  -0.655
N (0.288, -4.057, -2.089)  -0.224
N (0.521, -4.003, 0.035)  -0.216
H (0.859, -3.913, -2.925)  0.290
H (-0.370, -4.864, -2.098)  0.270
H (1.014, -3.802, 0.861)  0.358
H (-0.489, -4.237, 0.087)  -0.079
C (-3.690, -0.764, -4.230)  0.109
O (-3.893, -0.010, -5.363)  -0.758
N (-2.514, -1.263, -3.951)  0.144
N (-4.540, -0.791, -3.257)  -0.105
H (-1.995, -1.397, -4.795)  0.276
H (-2.330, -1.839, -3.152)  -0.634
H (-5.571, -0.678, -3.547)  0.236
H (-4.355, -1.200, -2.314)  0.347
C (-4.412, 0.545, -0.011)  -1.068
C (-3.909, -0.197, 1.173)  0.751
C (-4.963, -1.167, 1.775)  -1.848
O (-2.879, -0.837, 0.952)  1.664
H (-4.882, -0.104, -0.719)  0.387
H (-3.657, 1.043, -0.585)  -0.001
H (-5.056, 1.400, 0.256)  0.412
H (-3.581, 0.589, 1.851)  0.711
H (-5.198, -1.857, 0.991)  0.298
H (-5.765, -0.643, 2.172)  0.507
H (-4.733, -1.659, 2.687)  0.376
H (-2.953, -0.997, 0.009)  -2.030
C (1.161, 2.066, 6.871)  -1.685
C (1.778, 2.262, 5.485)  0.885
C (1.121, 1.221, 4.558)  -0.776
O (1.666, 3.352, 4.918)  -0.540
H (1.598, 1.247, 7.299)  0.458
H (0.094, 2.093, 6.955)  0.350
H (1.509, 2.830, 7.560)  0.478
H (2.868, 2.103, 5.460)  0.143
H (0.075, 1.401, 4.259)  0.307
H (1.284, 0.241, 5.068)  0.386
H (1.679, 1.152, 3.611)  -0.351
H (1.744, 3.174, 3.996)  0.152
C (4.505, 0.152, -1.523)  -0.140
C (5.837, 0.818, -1.414)  0.280
C (6.611, 0.449, -2.660)  -1.826
O (5.838, 2.052, -1.419)  -0.546
H (4.541, -0.914, -1.637)  0.626
H (3.967, 0.521, -2.342)  0.372
H (3.964, 0.401, -0.645)  -0.776
H (6.380, 0.463, -0.551)  0.282
H (6.143, 0.900, -3.499)  0.505
H (6.643, -0.619, -2.806)  0.381
H (7.605, 0.792, -2.641)  0.446
H (5.997, 2.419, -2.316)  0.423
C (-2.975, -3.968, 0.286)  -1.778
C (-2.926, -3.237, -1.060)  2.709
C (-2.844, -4.222, -2.218)  -1.346
O (-3.830, -2.421, -1.309)  -0.269
H (-2.075, -4.460, 0.571)  0.502
H (-3.661, -4.812, 0.146)  0.615
H (-3.365, -3.352, 1.049)  0.072
H (-1.991, -2.699, -1.049)  -1.979
H (-3.740, -4.344, -2.833)  0.280
H (-2.523, -5.200, -1.792)  0.390
H (-2.166, -3.688, -2.947)  0.373
H (-4.665, -2.923, -1.258)  0.496
C (-2.706, 3.208, 1.174)  -0.154
C (-2.638, 3.784, -0.210)  -0.659
C (-1.726, 3.120, -1.260)  -0.088
O (-3.728, 3.756, -0.780)  -0.425
H (-2.103, 3.573, 2.013)  0.210
H (-2.341, 2.216, 1.097)  -0.625
H (-3.721, 3.216, 1.570)  0.478
H (-2.304, 4.773, -0.113)  0.773
H (-1.914, 3.689, -2.195)  0.791
H (-2.023, 2.088, -1.515)  -0.863
H (-0.670, 3.193, -0.983)  -0.180
H (-4.210, 4.511, -0.395)  0.489
C (-0.026, 0.741, 0.917)  0.650
C (0.237, -0.358, -0.032)  2.794
C (-0.737, -0.384, -1.251)  1.930
O (1.435, -0.497, -0.448)  3.245
H (-0.948, 0.547, 1.435)  0.439
H (-0.118, 1.662, 0.347)  -1.107
H (0.693, 0.946, 1.746)  -1.728
H (0.031, -1.253, 0.479)  -0.037
H (-0.470, 0.311, -1.995)  -0.346
H (-1.781, -0.128, -0.981)  -0.359
H (-0.631, -1.321, -1.760)  -0.769
H (2.016, -0.524, 0.318)  -2.474
C (3.473, -1.447, 3.534)  -1.576
C (3.809, -1.047, 2.091)  0.856
C (3.348, -2.134, 1.151)  -1.204
O (3.145, -0.065, 1.713)  -0.319
H (4.053, -0.730, 4.140)  0.394
H (3.810, -2.382, 3.904)  0.514
H (2.473, -1.377, 3.796)  -0.018
H (4.905, -0.897, 2.002)  0.262
H (2.230, -2.245, 1.142)  -0.497
H (3.758, -3.134, 1.483)  0.403
H (3.740, -1.999, 0.201)  0.191
H (3.770, 0.640, 1.644)  0.246

Output
LUMO level   -0.031 eV
Spin multiplicity   1
Energy relative to the best compared isomer or geometry (same formula, charge and spin)   1260.3 kJ/mol
HOMO-LUMO gap   9.002 eV
HOMO   -9.0 eV
F_max   11.7 eV/Å
Calculated total energy   -65010.7740 eV

Entry 3:
ORCA calculation (wB97M-V/def2-TZVPD) on 14 unconnected molecules or ions with the total composition C28H84O14 at a distorted geometry.

Each line ends with the Mulliken charge.
Positions of all 126 atoms, in Å:
C (-0.547, 3.319, 4.760)  -1.271
C (-1.009, 3.995, 3.439)  1.269
O (-2.173, 4.790, 3.718)  -0.521
H (-1.249, 2.658, 5.267)  0.097
H (-0.508, 4.160, 5.452)  0.496
H (0.383, 2.782, 4.570)  0.209
H (-1.266, 3.235, 2.701)  -0.002
H (-0.251, 4.677, 3.054)  -0.642
H (-2.322, 5.453, 3.039)  0.315
C (-0.179, -0.724, 0.264)  0.985
C (-1.340, 0.095, -0.135)  -1.154
O (-1.074, 1.460, 0.018)  0.657
H (-0.078, -0.715, 1.350)  0.006
H (0.805, -0.455, -0.119)  -0.394
H (-0.321, -1.764, -0.030)  0.267
H (-2.253, -0.181, 0.393)  0.514
H (-1.582, -0.133, -1.172)  0.167
H (-0.544, 1.628, 0.801)  -0.482
C (4.637, -0.173, -1.081)  -0.263
C (5.458, -1.386, -1.541)  -0.581
O (5.768, -2.227, -0.415)  -0.416
H (4.526, 0.512, -1.922)  0.309
H (5.154, 0.390, -0.304)  0.409
H (3.597, -0.409, -0.857)  -0.290
H (6.391, -1.166, -2.060)  0.387
H (4.790, -1.885, -2.243)  0.077
H (6.357, -1.781, 0.198)  0.291
C (-1.680, 4.389, -2.002)  -0.580
C (-2.185, 3.669, -3.173)  0.136
O (-2.858, 4.470, -4.107)  -0.559
H (-2.420, 5.102, -1.637)  0.451
H (-0.766, 4.936, -2.232)  0.245
H (-1.508, 3.626, -1.244)  -0.069
H (-2.893, 2.891, -2.886)  -0.256
H (-1.385, 3.198, -3.744)  0.202
H (-2.123, 4.652, -4.697)  0.407
C (2.730, -2.685, 1.686)  0.172
C (3.133, -3.856, 2.610)  -0.975
O (2.523, -3.746, 3.906)  -0.205
H (1.676, -2.694, 1.409)  0.163
H (3.096, -2.844, 0.672)  0.221
H (3.093, -1.688, 1.936)  0.001
H (4.210, -4.016, 2.546)  0.266
H (2.726, -4.824, 2.316)  0.185
H (1.580, -3.814, 3.743)  0.199
C (1.910, 5.911, 1.249)  -1.625
C (1.003, 4.964, 0.511)  0.652
O (1.462, 4.506, -0.732)  -0.525
H (2.034, 6.855, 0.719)  0.436
H (2.887, 5.511, 1.520)  0.302
H (1.473, 6.113, 2.226)  0.310
H (0.181, 5.610, 0.205)  0.360
H (0.746, 4.085, 1.103)  -0.225
H (1.086, 3.637, -0.890)  0.087
C (-4.391, 2.707, 1.598)  -0.808
C (-4.864, 1.448, 2.351)  -0.472
O (-5.483, 0.591, 1.367)  -0.365
H (-3.918, 3.339, 2.349)  0.393
H (-5.244, 3.234, 1.170)  0.361
H (-3.509, 2.513, 0.987)  -0.099
H (-5.475, 1.667, 3.227)  0.351
H (-4.046, 0.918, 2.838)  0.264
H (-5.338, -0.325, 1.614)  0.219
C (2.245, 1.501, -4.353)  -1.821
C (1.678, 1.727, -2.992)  0.909
O (0.563, 0.975, -2.682)  -0.143
H (2.627, 0.490, -4.500)  0.335
H (2.985, 2.279, -4.543)  0.474
H (1.470, 1.692, -5.095)  0.432
H (1.495, 2.800, -2.930)  0.329
H (2.462, 1.457, -2.285)  -0.516
H (0.236, 1.292, -1.837)  -0.093
C (-3.157, -4.793, -2.791)  -1.391
C (-1.675, -4.393, -2.964)  0.265
O (-1.483, -3.330, -2.042)  -0.305
H (-3.792, -4.116, -3.361)  0.328
H (-3.463, -4.620, -1.759)  0.286
H (-3.248, -5.834, -3.104)  0.401
H (-1.343, -4.077, -3.953)  0.312
H (-1.078, -5.237, -2.619)  -0.054
H (-0.784, -2.734, -2.321)  0.082
C (-0.270, -0.435, 6.007)  -1.830
C (-0.639, -0.598, 4.538)  -1.506
O (0.591, -0.525, 3.915)  1.061
H (-1.145, -0.599, 6.636)  0.574
H (0.126, 0.549, 6.258)  0.195
H (0.458, -1.178, 6.333)  0.457
H (-1.432, 0.116, 4.318)  -0.090
H (-0.957, -1.634, 4.420)  0.698
H (1.185, -1.082, 4.423)  -0.084
C (-4.710, -0.962, -1.963)  -0.570
C (-5.230, 0.458, -2.273)  -0.103
O (-6.191, 0.807, -1.214)  -0.561
H (-4.456, -1.097, -0.912)  0.142
H (-3.775, -1.080, -2.511)  0.094
H (-5.386, -1.761, -2.269)  0.345
H (-5.519, 0.542, -3.321)  0.385
H (-4.393, 1.155, -2.238)  -0.118
H (-5.708, 0.803, -0.385)  0.343
C (3.177, 2.207, 1.214)  -1.093
C (2.388, 1.205, 2.019)  0.244
O (1.115, 1.604, 2.180)  0.957
H (3.175, 3.224, 1.608)  -0.016
H (2.861, 2.189, 0.171)  0.073
H (4.226, 1.916, 1.256)  0.468
H (2.922, 1.037, 2.954)  0.347
H (2.346, 0.226, 1.543)  -0.765
H (0.791, 1.106, 2.934)  -0.565
C (0.450, -7.007, -0.549)  -1.216
C (1.200, -5.667, -0.410)  0.282
O (0.323, -4.794, 0.164)  -0.257
H (-0.278, -6.992, -1.360)  0.260
H (-0.048, -7.127, 0.414)  0.241
H (1.151, -7.836, -0.643)  0.446
H (1.496, -5.137, -1.316)  -0.270
H (2.092, -5.872, 0.182)  0.298
H (-0.180, -4.383, -0.542)  0.121
C (1.753, -3.633, -3.933)  -1.390
C (1.593, -2.402, -3.029)  1.039
O (0.413, -1.656, -3.222)  -0.402
H (1.436, -4.527, -3.395)  0.173
H (2.766, -3.826, -4.285)  0.393
H (1.110, -3.483, -4.800)  0.322
H (2.418, -1.709, -3.192)  0.065
H (1.701, -2.693, -1.984)  -0.258
H (0.685, -0.737, -3.274)  0.185

Output
⟨S²⟩   0.751
LUMO level (spin up / spin down)   2.146 / 2.075 eV
Spin multiplicity   2
Total charge   -1
Energy relative to the best compared isomer or geometry (same formula, charge and spin)   220.1 kJ/mol
HOMO-LUMO gap (spin up / spin down)   1.484 / 9.551 eV
HOMO (spin up / spin down)   0.7 / -7.5 eV
F_max   3.3 eV/Å
Calculated total energy   -59057.1295 eV